# 1
{
  "formula": "C24H58F2N7O9S2V",
  "method": "ωB97M-V with the def2-TZVPD basis set",
  "elements": ["O", "V", "N", "S", "O", "O", "F", "S", "O", "O", "F", "C", "C", "N", "C", "C", "C", "C", "H", "H", "H", "H", "H", "H", "H", "H", "H", "H", "H", "H", "H", "H", "H", "C", "C", "N", "C", "C", "C", "C", "H", "H", "H", "H", "H", "H", "H", "H", "H", "H", "H", "H", "H", "H", "H", "C", "O", "N", "C", "C", "H", "H", "H", "H", "H", "H", "H", "C", "O", "N", "C", "C", "H", "H", "H", "H", "H", "H", "H", "C", "O", "N", "C", "C", "H", "H", "H", "H", "H", "H", "H", "C", "O", "N", "C", "C", "H", "H", "H", "H", "H", "H", "H"],
  "coordinates": [[1.0797, 4.7475, 0.2880], [-0.0498, 3.6824, 0.0848], [0.6983, 1.9101, 0.8133], [1.3590, 1.5468, 2.3410], [2.5881, 0.8718, 2.2971], [0.3968, 1.2203, 3.3236], [1.7457, 3.0394, 2.6575], [0.8871, 0.4672, 0.1349], [-0.0822, -0.4602, 0.6156], [2.1201, -0.0430, -0.3369], [0.1932, 0.8774, -1.2694], [-0.0777, -0.5069, -7.3367], [0.0995, -1.6885, -6.3958], [1.1501, -1.5617, -5.4303], [1.0521, -2.4915, -4.2854], [1.6818, -1.8660, -3.0611], [2.4537, -1.3270, -5.9814], [3.2299, -2.5786, -6.4236], [0.6260, -0.4880, -8.1790], [0.1017, 0.4669, -6.8735], [-1.0340, -0.5967, -7.8533], [-0.8800, -1.9629, -6.0005], [0.2479, -2.5491, -7.0899], [1.4975, -3.4298, -4.6255], [-0.0242, -2.5557, -4.1294], [2.7789, -1.8957, -3.1135], [1.5596, -2.4403, -2.1403], [1.3325, -0.8446, -2.9460], [2.4058, -0.6389, -6.8267], [3.1172, -0.7839, -5.2920], [2.7809, -2.9671, -7.3460], [4.2447, -2.3397, -6.7492], [3.2629, -3.3858, -5.6974], [1.3723, -3.4063, 0.8261], [0.5399, -3.1906, 2.0868], [0.9160, -3.9935, 3.2172], [-0.0740, -3.9873, 4.2795], [0.0487, -5.1660, 5.2345], [2.2751, -3.8883, 3.7091], [2.6223, -2.5608, 4.4102], [1.4488, -4.4719, 0.5959], [2.3971, -3.0605, 0.9698], [0.8651, -2.8883, 0.0169], [0.4997, -2.0992, 2.2634], [-0.5014, -3.4230, 1.8372], [-0.0740, -3.0629, 4.8815], [-1.0537, -4.1071, 3.8074], [-0.8024, -5.2587, 5.9193], [0.0333, -6.1226, 4.7105], [0.8962, -5.0717, 5.9165], [2.9667, -3.9850, 2.8663], [2.4832, -4.7615, 4.3254], [2.0402, -2.4905, 5.3310], [2.4513, -1.7192, 3.7443], [3.6646, -2.6309, 4.7249], [-0.9774, 4.0220, 3.3124], [-0.7334, 4.0865, 2.1001], [-0.4587, 4.8273, 4.2086], [0.4173, 5.9138, 3.8100], [-0.8747, 4.8118, 5.5985], [-1.5954, 3.2344, 3.7594], [0.6616, 5.8797, 2.7527], [1.3734, 5.8928, 4.3320], [-0.0895, 6.8630, 3.9963], [-1.2778, 3.8221, 5.8145], [-0.0154, 4.9930, 6.2399], [-1.6400, 5.5518, 5.8360], [-2.9766, 2.1511, -0.2293], [-1.8851, 2.7627, -0.2119], [-3.9432, 2.2838, -1.0899], [-5.1547, 1.4831, -0.9616], [-3.7918, 3.0082, -2.3597], [-3.3024, 1.5233, 0.6096], [-5.1816, 0.7744, -1.7925], [-6.0523, 2.0932, -0.9647], [-5.0632, 0.8592, -0.0707], [-4.6477, 3.6848, -2.3462], [-2.8602, 3.5586, -2.3859], [-3.9032, 2.3065, -3.1815], [1.9330, 2.9999, -2.2732], [0.7926, 3.3613, -1.9154], [2.1932, 2.3299, -3.3533], [1.1214, 1.8439, -4.2183], [3.4585, 1.6445, -3.5081], [2.8087, 3.3097, -1.6894], [0.8736, 0.8243, -3.9082], [1.4556, 1.8316, -5.2512], [0.2034, 2.4102, -4.1018], [4.2652, 2.0971, -2.9332], [3.4133, 0.5960, -3.1999], [3.7659, 1.6388, -4.5543], [-3.3736, -0.2368, 2.0373], [-4.3119, -0.2592, 1.2613], [-3.3025, -0.8440, 3.2382], [-4.4052, -1.5786, 3.8278], [-2.2099, -0.4584, 4.1203], [-2.4602, 0.3592, 1.8589], [-4.0342, -2.2482, 4.5998], [-4.9133, -2.1539, 3.0591], [-5.0938, -0.8683, 4.2944], [-2.5900, 0.1254, 4.9637], [-1.6516, -1.3093, 4.5113], [-1.5239, 0.1156, 3.5117]],
  "forces_ev_per_a": [[-1.2, -0.6, -0.1], [1.6, -0.1, 0.3], [2.0, -1.3, 1.9], [-0.1, 3.2, 1.1], [0.4, -0.8, -0.6], [-0.6, -0.1, -0.2], [0.0, -0.1, 0.0], [-2.8, -2.2, -4.9], [0.3, 0.2, 1.2], [0.9, 0.9, 0.8], [0.2, 0.4, 0.5], [0.6, 0.4, -0.7], [-0.2, -1.0, -1.8], [-0.7, 0.9, 0.9], [-0.1, 1.1, -1.1], [1.2, -0.8, 0.3], [1.4, -0.2, 0.1], [-0.3, 0.0, -1.2], [0.2, -0.4, 0.2], [-0.6, 0.0, 0.3], [-0.2, 0.4, 0.4], [0.2, 0.4, 0.9], [0.3, 0.0, 0.2], [-0.3, -0.4, 0.7], [0.1, -0.6, 0.1], [-0.1, 0.5, -0.4], [-0.7, 0.1, -0.1], [0.0, -0.1, 0.2], [-0.3, -0.1, -0.1], [-0.4, -0.1, 0.4], [-0.2, -0.2, 0.2], [0.1, 0.2, 0.4], [0.1, 0.1, 0.2], [0.1, -0.5, 0.6], [-0.3, 0.6, -0.5], [-0.2, -0.6, 0.4], [-0.4, -0.5, 0.1], [-0.2, -0.3, 0.7], [0.4, 0.5, -0.7], [0.0, -1.2, 0.4], [-0.2, 0.0, -0.1], [-0.1, 0.3, -0.3], [0.3, 0.1, -0.2], [0.2, -0.1, 0.4], [0.0, -0.2, 0.1], [-0.1, 0.1, -0.2], [0.0, 0.4, -0.1], [-0.2, 0.5, -0.2], [0.5, 0.1, -0.1], [0.2, -0.2, -0.3], [-0.2, -0.1, -0.1], [0.0, 0.1, 0.3], [-0.1, 0.4, -0.1], [0.1, 0.2, 0.1], [0.1, 0.3, -0.1], [0.2, -0.6, 0.3], [-0.3, -0.1, -1.1], [0.3, 0.8, -0.1], [0.2, 0.6, -0.4], [-0.1, -0.6, 0.2], [-0.2, 0.0, -0.3], [-0.2, -0.3, -0.1], [-0.2, -0.1, 0.3], [0.1, 0.0, 0.1], [0.0, 0.1, 0.2], [0.1, -0.1, 0.0], [0.1, 0.1, -0.3], [-0.9, 0.2, 1.3], [0.8, 0.7, -0.6], [0.5, 0.0, -1.2], [0.2, -0.8, 0.0], [-0.8, 0.2, 0.9], [0.5, 0.1, -0.2], [-0.2, 0.2, -0.1], [0.0, 0.2, 0.0], [-0.3, 0.4, -0.1], [0.2, 0.2, -0.5], [0.1, -0.1, -0.1], [0.2, 0.0, -0.1], [0.3, 0.9, 1.0], [-1.3, 0.1, 0.6], [-0.3, -0.7, -0.6], [-0.4, -0.6, 0.4], [1.0, -0.3, -0.3], [0.0, -0.3, 0.1], [0.1, 0.0, -0.3], [0.0, 0.1, 0.0], [0.2, 0.4, 0.0], [-0.2, 0.3, 0.1], [-0.4, 0.1, 0.1], [-0.1, 0.2, 0.0], [0.1, -0.2, 1.1], [-0.1, -0.4, 0.1], [0.5, 0.1, 0.0], [-0.1, 0.2, -0.2], [-0.1, -0.1, -0.2], [0.0, -0.2, -0.2], [0.1, 0.0, -0.1], [-0.1, 0.0, 0.0], [-0.2, -0.2, 0.0], [0.1, 0.1, 0.0], [-0.2, -0.2, -0.1], [0.2, 0.2, 0.3]],
  "lowdin_charge": [-0.24, 1.08, -0.34, 0.54, -0.19, -0.23, -0.15, 0.49, -0.24, -0.22, -0.19, -0.10, -0.28, -0.21, -0.21, -0.08, -0.26, -0.07, 0.07, 0.06, 0.08, 0.11, 0.12, 0.11, 0.11, 0.08, 0.06, 0.04, 0.10, 0.09, 0.07, 0.07, 0.06, -0.08, -0.28, -0.19, -0.28, -0.09, -0.24, -0.06, 0.08, 0.07, 0.05, 0.09, 0.12, 0.10, 0.11, 0.07, 0.08, 0.07, 0.10, 0.11, 0.06, 0.06, 0.07, -0.28, -0.10, -0.15, -0.01, -0.02, 0.15, 0.08, 0.11, 0.11, 0.09, 0.10, 0.10, -0.23, -0.11, -0.14, -0.01, 0.01, 0.12, 0.11, 0.10, 0.06, 0.10, 0.09, 0.10, -0.28, -0.11, -0.13, 0.00, -0.02, 0.17, 0.07, 0.09, 0.10, 0.10, 0.09, 0.10, -0.32, 0.00, -0.17, -0.03, -0.04, 0.12, 0.09, 0.09, 0.10, 0.10, 0.08, 0.04],
  "largest_force_ev_per_a": 6.05,
  "total_charge": 1,
  "multiplicity": 2,
  "de_lowest_kj_mol": 0.0,
  "homo_lumo_gap_ev": [5.440, 5.874],
  "s2": 0.78,
  "total_energy_ev": -107474.4579
}

---

# 2
{
  "formula": "C17H33BrN4O2SiTc",
  "method": "ωB97M-V with the def2-TZVPD basis set",
  "elements": ["Tc", "N", "C", "C", "N", "C", "C", "N", "C", "C", "N", "H", "H", "H", "H", "H", "H", "H", "H", "H", "H", "H", "H", "H", "H", "H", "H", "H", "H", "Br", "C", "C", "C", "C", "C", "C", "C", "O", "O", "H", "H", "H", "H", "C", "Si", "C", "C", "C", "H", "H", "H", "H", "H", "H", "H", "H", "H", "H", "H"],
  "coordinates": [[-0.2459, -0.4214, 0.1033], [0.2554, -2.1807, -1.5326], [0.1103, -3.6360, -1.3005], [0.6591, -3.9710, 0.0659], [0.0213, -3.1513, 1.1018], [0.8218, -3.0533, 2.3244], [0.7112, -1.6625, 2.9062], [1.0406, -0.6660, 1.8484], [-1.3726, -3.5321, 1.3645], [-2.3701, -2.6402, 0.6493], [-2.0671, -1.2150, 0.9695], [-0.2595, -1.9109, -2.3665], [1.2315, -1.9825, -1.7476], [0.6360, -4.2177, -2.0567], [-0.9422, -3.8999, -1.3802], [1.7278, -3.7457, 0.0728], [0.5537, -5.0438, 0.2624], [1.8668, -3.2497, 2.0793], [0.5338, -3.7925, 3.0769], [1.3956, -1.5457, 3.7454], [-0.2929, -1.4507, 3.2751], [1.9847, -0.8585, 1.5077], [1.1044, 0.2524, 2.2842], [-1.5607, -3.4589, 2.4392], [-1.5613, -4.5749, 1.0908], [-3.3845, -2.8877, 0.9630], [-2.3232, -2.7466, -0.4315], [-2.1280, -1.0755, 1.9766], [-2.7982, -0.6188, 0.5802], [0.6618, 4.1844, -6.9860], [0.4678, 3.1349, -5.4528], [1.5849, 2.8754, -4.6633], [1.4410, 2.1069, -3.5283], [0.1826, 1.5954, -3.1934], [-0.9328, 1.8592, -3.9968], [-0.7905, 2.6347, -5.1278], [0.0308, 0.8043, -2.0056], [-1.0760, 0.2176, -1.6720], [0.9976, 0.6133, -1.1555], [2.5497, 3.2758, -4.9425], [2.2969, 1.8995, -2.8987], [-1.9019, 1.4609, -3.7268], [-1.6406, 2.8560, -5.7578], [0.2497, 1.9779, 3.6673], [0.1840, 2.5796, 1.8828], [1.8938, 2.6400, 1.1491], [-0.6426, 4.2281, 1.7577], [-0.9451, 1.3913, 0.8892], [0.2067, 2.8437, 4.3336], [1.1773, 1.4587, 3.9363], [-0.6013, 1.3414, 3.9285], [2.4363, 3.4791, 1.5927], [1.8533, 2.8050, 0.0700], [2.4984, 1.7446, 1.3270], [-0.0897, 4.9636, 2.3500], [-1.6696, 4.2007, 2.1303], [-0.6602, 4.5754, 0.7219], [-1.2657, 1.9497, 0.0027], [-1.8448, 1.2403, 1.4973]],
  "forces_ev_per_a": [[-0.2, 0.1, 0.1], [0.1, 0.0, 0.1], [0.0, 0.1, 0.0], [0.0, 0.1, 0.0], [0.0, 0.0, 0.0], [0.0, 0.0, 0.0], [0.0, 0.0, 0.0], [0.1, 0.1, -0.1], [0.0, 0.0, 0.0], [0.0, 0.1, 0.1], [-0.1, -0.1, -0.3], [0.0, 0.0, 0.0], [0.0, 0.0, 0.0], [0.0, 0.0, 0.0], [0.0, 0.0, 0.0], [0.0, 0.0, 0.0], [0.0, 0.0, 0.0], [0.0, 0.0, 0.0], [0.0, 0.0, 0.0], [0.0, 0.0, 0.1], [0.0, 0.0, 0.0], [0.0, 0.0, 0.0], [0.0, 0.0, 0.1], [0.0, 0.0, 0.0], [0.0, 0.0, 0.0], [0.0, 0.0, 0.0], [0.0, 0.0, 0.0], [0.1, 0.0, 0.0], [0.0, 0.0, 0.0], [0.0, 0.0, 0.0], [0.0, 0.1, -0.1], [0.1, 0.0, 0.1], [0.1, 0.1, 0.0], [0.0, 0.0, 0.0], [0.0, 0.0, -0.1], [-0.1, -0.1, 0.1], [-0.1, -0.2, 0.2], [0.3, 0.2, 0.0], [-0.3, -0.2, 0.1], [0.0, 0.0, 0.0], [0.0, 0.0, 0.0], [0.0, 0.0, 0.0], [0.0, 0.0, 0.0], [0.1, -0.1, 0.0], [-0.1, 0.0, 0.0], [0.1, 0.0, -0.1], [0.0, 0.1, 0.1], [0.2, -0.2, -0.1], [0.0, 0.0, 0.0], [-0.1, 0.0, 0.0], [0.0, 0.0, 0.0], [0.0, 0.0, 0.0], [0.0, 0.0, 0.1], [0.0, 0.1, 0.0], [-0.1, 0.0, -0.1], [0.0, 0.0, 0.0], [0.0, 0.0, 0.0], [0.0, 0.0, 0.1], [0.0, 0.0, 0.0]],
  "lowdin_charge": [1.66, -0.02, -0.20, -0.17, -0.20, -0.17, -0.18, -0.06, -0.16, -0.17, -0.07, 0.10, 0.10, 0.13, 0.11, 0.13, 0.14, 0.13, 0.14, 0.14, 0.11, 0.13, 0.02, 0.13, 0.14, 0.14, 0.10, 0.11, 0.12, 0.86, -0.67, -0.09, 0.01, -0.15, 0.02, -0.09, -0.53, -0.15, -0.14, 0.12, 0.13, 0.13, 0.12, -0.17, 0.43, -0.17, -0.17, -0.32, 0.05, 0.04, 0.03, 0.05, 0.03, 0.03, 0.05, 0.05, 0.05, 0.03, 0.03],
  "largest_force_ev_per_a": 0.39,
  "total_charge": 2,
  "multiplicity": 4,
  "de_lowest_kj_mol": 0.0,
  "homo_lumo_gap_ev": [7.920, 6.380],
  "s2": 3.78,
  "total_energy_ev": -108326.2898
}